C26H78O13 | ωB97M-V/def2-TZVPD

```
117
Properties=species:S:1:pos:R:3:forces:R:3:lowdin_charge:R:1
C -1.252 4.358 0.119 0.7598 0.3806 0.5225 -0.097
C -2.055 4.050 -1.129 -0.6476 -0.5691 0.7200 -0.300
O -3.456 4.063 -0.827 -0.1595 -0.1764 -0.3281 -0.100
H -1.538 5.307 0.576 -0.0368 0.1285 -0.2821 0.077
H -0.165 4.378 -0.052 -0.2076 0.1496 -0.2721 0.062
H -1.364 3.632 0.927 -0.4063 -0.2901 -0.2887 0.062
H -1.717 3.083 -1.531 -0.2512 0.0305 -0.0455 0.099
H -1.949 4.788 -1.921 0.2620 0.1351 0.1263 0.109
H -3.745 3.280 -0.323 0.7759 0.2672 -0.0856 0.035
C -2.145 -1.606 3.565 -0.0200 0.1088 -0.3980 -0.078
C -2.656 -0.494 4.432 -0.6303 -0.2271 1.1696 -0.311
O -3.109 0.598 3.626 0.1616 -0.1824 0.0883 -0.083
H -1.679 -2.397 4.147 0.0530 0.0154 0.1230 0.082
H -1.410 -1.200 2.873 0.2145 -0.0779 -0.0878 0.071
H -2.944 -2.041 2.961 0.0018 0.0831 0.0827 0.062
H -1.933 -0.187 5.200 0.3883 0.2895 -0.5444 0.109
H -3.481 -0.842 5.076 -0.1311 -0.1110 -0.4233 0.114
H -3.718 1.114 4.163 0.0563 0.1405 -0.1403 0.094
C 3.775 -2.619 0.487 -0.1549 0.4273 -0.0715 -0.077
C 2.472 -2.600 1.283 0.7211 -0.4082 0.9462 -0.307
O 2.362 -1.446 2.129 -0.2731 -0.1028 -0.8560 -0.112
H 3.775 -1.817 -0.258 0.0325 -0.2714 -0.2111 0.064
H 3.937 -3.602 0.042 -0.1720 0.1667 -0.3324 0.071
H 4.634 -2.434 1.137 -0.1985 0.0335 0.2270 0.069
H 2.554 -3.476 1.947 -0.3880 0.2799 0.0709 0.105
H 1.567 -2.735 0.680 0.2626 0.1474 -0.1392 0.087
H 2.094 -0.711 1.531 0.0920 -0.2135 0.4624 0.031
C 4.483 5.278 -0.556 -0.0739 0.7108 -0.2073 -0.091
C 3.273 4.695 0.160 0.7495 -0.5483 0.6241 -0.291
O 3.147 3.260 0.046 0.1759 0.5025 -0.3022 -0.118
H 4.348 5.330 -1.639 0.1818 -0.3928 0.0304 0.074
H 5.430 4.812 -0.280 -0.1760 -0.3993 -0.1689 0.071
H 4.619 6.322 -0.246 -0.2522 -0.0629 0.0615 0.074
H 2.354 5.141 -0.224 0.0199 -0.0902 0.1889 0.100
H 3.421 4.943 1.228 -0.4911 -0.0308 -0.2608 0.110
H 4.049 2.874 0.029 -0.3310 0.1629 0.2543 0.039
C 0.303 -5.824 1.254 -0.5608 -0.2812 0.1764 -0.073
C -0.618 -4.635 1.464 0.4553 0.5887 -0.0712 -0.292
O -0.793 -3.936 0.226 -0.2772 -0.0432 -0.1646 -0.128
H 1.360 -5.580 1.303 0.0231 0.0780 -0.0652 0.066
H 0.084 -6.312 0.303 0.0515 0.1521 -0.0841 0.083
H 0.055 -6.562 2.022 0.3333 0.0271 0.0627 0.075
H -0.172 -3.908 2.155 -0.0610 -0.3031 0.2792 0.105
H -1.567 -4.983 1.888 -0.1058 0.1560 -0.2506 0.111
H -1.464 -3.234 0.332 0.1940 -0.3578 0.2839 0.042
C -2.913 -0.072 -3.842 0.6845 -0.8991 0.4257 -0.091
C -3.060 1.092 -4.776 -0.4595 0.0909 -0.2086 -0.315
O -3.935 0.699 -5.825 0.0038 -0.2957 -0.4547 -0.079
H -2.314 0.194 -2.966 -0.4481 0.2417 0.1700 0.053
H -2.361 -0.937 -4.234 -0.0328 0.3331 -0.5655 0.081
H -3.883 -0.496 -3.577 -0.0809 0.3965 0.2716 0.066
H -2.098 1.424 -5.172 0.0783 -0.0064 0.0693 0.111
H -3.551 1.926 -4.268 0.3183 0.1277 0.2679 0.111
H -3.736 1.203 -6.618 -0.0372 0.0484 0.0317 0.080
C -5.865 1.630 -0.111 1.1399 -0.8347 0.0437 -0.070
C -4.784 0.787 0.579 0.4296 0.1723 -0.0488 -0.265
O -3.605 1.632 0.844 -1.0944 -1.4347 0.4042 -0.118
H -6.792 1.056 -0.146 -0.0910 0.2478 0.0253 0.075
H -5.527 1.825 -1.130 -0.2195 0.2370 -0.0040 0.073
H -5.959 2.563 0.437 -0.3311 0.0730 -0.0332 0.080
H -4.450 -0.077 -0.014 -0.1873 0.3500 -0.2064 0.082
H -5.170 0.320 1.499 0.1965 0.5223 0.1007 0.110
H -3.173 1.146 1.576 0.0946 0.6143 -0.2144 0.056
C 1.802 1.888 3.624 -1.0921 -0.0849 0.7440 -0.071
C 1.716 2.029 5.128 -0.4053 0.6427 0.6946 -0.321
O 3.000 2.455 5.595 -0.0489 -0.0829 -0.1918 -0.081
H 0.866 1.410 3.319 0.3050 -0.3915 -0.1977 0.068
H 2.680 1.294 3.400 -0.0996 0.0382 -0.4593 0.054
H 1.747 2.867 3.150 0.6605 0.0386 -0.0739 0.084
H 1.366 1.122 5.646 0.4962 -0.1874 -0.3428 0.108
H 0.933 2.763 5.393 0.3181 0.1036 -0.1413 0.108
H 2.994 2.651 6.535 -0.2286 -0.0734 0.0111 0.077
C -0.171 -4.247 -3.460 0.4810 -0.4142 -1.1122 -0.083
C 0.920 -3.483 -2.741 -0.2855 0.1932 0.8692 -0.316
O 1.413 -4.184 -1.605 0.0563 -0.0552 0.0048 -0.098
H -1.058 -4.405 -2.851 0.0194 0.0133 0.0936 0.059
H 0.220 -5.209 -3.811 -0.0759 -0.1085 0.4598 0.076
H -0.445 -3.776 -4.413 -0.1651 0.3745 0.3238 0.070
H 0.507 -2.527 -2.385 0.1823 0.0919 -0.2763 0.093
H 1.796 -3.286 -3.359 -0.1649 0.0379 -0.2561 0.111
H 0.794 -4.024 -0.876 -0.1033 -0.1717 -0.1554 0.022
C -0.564 0.044 -0.580 -0.0803 0.2768 -0.0971 -0.057
C 0.113 0.940 0.439 0.2096 -0.8062 -0.1803 -0.264
O 1.517 0.672 0.499 0.1242 0.4779 -0.3089 -0.107
H -0.452 -1.024 -0.384 0.0497 0.0266 0.1347 0.070
H -0.177 0.262 -1.578 0.0690 -0.0764 0.0400 0.057
H -1.623 0.315 -0.583 -0.0703 -0.1894 0.0341 0.059
H -0.261 0.733 1.441 -0.5044 0.3314 0.0562 0.099
H -0.069 1.963 0.117 0.0660 0.1803 0.3671 0.093
H 1.947 1.520 0.693 0.2580 -0.1081 -0.1628 0.060
C -4.781 -2.691 -1.425 -0.9371 -0.6737 -0.9159 -0.077
C -3.386 -2.342 -0.994 0.9353 -1.1050 0.1832 -0.282
O -3.175 -2.419 0.447 -0.5355 0.8060 -0.3799 -0.114
H -5.575 -2.349 -0.757 0.2319 0.0521 0.2203 0.081
H -4.920 -3.760 -1.622 0.1068 -0.0418 0.6013 0.082
H -5.057 -2.292 -2.408 0.3875 0.4070 0.1446 0.073
H -3.084 -1.398 -1.438 0.0758 0.3640 0.7640 0.074
H -2.648 -3.086 -1.323 -0.3851 0.1292 -0.8276 0.102
H -3.866 -2.996 0.793 0.0933 0.0499 0.0181 0.093
C 5.033 0.877 2.221 -0.6717 -0.5072 0.3789 -0.087
C 6.084 1.033 1.150 -0.1572 0.6424 0.3658 -0.269
O 5.629 1.907 0.104 -0.0368 -0.1029 -0.3343 -0.098
H 4.818 1.836 2.694 0.1582 0.0460 -0.0185 0.078
H 5.331 0.172 3.003 0.3190 0.1645 -0.0102 0.089
H 4.070 0.472 1.900 0.1828 0.0211 -0.4839 0.044
H 6.451 0.104 0.717 -0.0641 -0.1307 0.1151 0.113
H 6.905 1.563 1.638 0.2977 -0.1802 -0.3041 0.111
H 5.365 1.378 -0.658 0.0777 -0.0139 0.0489 0.095
C 1.431 0.025 -4.082 -0.3324 0.9796 -0.1294 -0.093
C 2.549 0.277 -3.078 -0.3143 -0.9151 -0.5059 -0.315
O 3.619 0.972 -3.708 -0.1799 0.2823 0.3644 -0.077
H 1.086 0.999 -4.466 -0.0205 -0.0265 0.1802 0.073
H 0.548 -0.427 -3.626 0.1649 -0.2770 -0.0900 0.043
H 1.750 -0.496 -4.983 0.1265 -0.4309 0.2380 0.078
H 2.963 -0.679 -2.753 0.0889 0.0132 0.0513 0.106
H 2.137 0.754 -2.183 0.2840 0.3440 -0.0635 0.094
H 3.230 1.764 -4.096 0.2095 0.0197 0.0180 0.079
```
Forces are in eV/Å.

Computed properties:
E_HOMO ... -0.34921 hartree
Net charge ... 0
Kohn-Sham gap ... 9.8 eV
Calculated total energy ... -54841.497 eV
Energy relative to the best compared isomer or geometry (same formula, charge and spin) ... 50.1 kcal/mol

C25H37Cl3NNiO3Sb | ωB97M-V/def2-TZVPD

```
71
Properties=species:S:1:pos:R:3:forces:R:3:lowdin_charge:R:1
Ni -1.171 1.214 0.704 0.2561 0.0678 -0.0255 0.237
C -1.698 0.507 3.672 0.0110 -0.0285 -0.0044 -0.093
O -1.042 0.126 2.460 -0.1251 -0.0031 0.0385 -0.189
H -1.626 -0.299 4.403 -0.0005 0.0045 0.0069 0.090
H -2.745 0.755 3.494 -0.0061 -0.0033 0.0043 0.092
H -1.181 1.383 4.054 -0.0028 0.0092 -0.0031 0.086
H -1.388 -0.733 2.168 0.0087 -0.0065 -0.0254 0.022
Cl -1.438 4.220 0.341 -0.0150 -0.0149 0.0055 0.489
C -1.580 2.864 1.511 0.0242 0.0114 -0.0151 -0.668
H -2.620 2.877 1.844 0.0061 -0.0529 0.0098 0.016
H -0.928 3.106 2.352 0.0042 0.0299 -0.0111 0.001
C 2.039 4.561 -0.986 -0.0228 -0.0008 -0.0006 -0.155
C 2.490 3.592 0.103 -0.0145 0.0108 0.0051 -0.575
C 2.275 4.179 1.496 0.0080 -0.0002 0.0032 -0.156
Sb 1.455 1.698 -0.045 -0.0178 0.0196 0.0017 1.627
C 1.915 1.239 -2.114 -0.0220 -0.0162 -0.0042 -0.551
C 3.379 1.452 -2.480 0.0030 -0.0052 0.0058 -0.145
C 1.480 -0.186 -2.446 0.0061 0.0113 -0.0252 -0.146
C 2.936 0.407 0.898 -0.0164 -0.0073 0.0133 -0.546
C 2.412 -0.060 2.254 -0.0038 0.0025 -0.0045 -0.166
C 4.326 1.016 1.038 0.0068 0.0095 -0.0089 -0.147
H 2.579 5.509 -0.893 0.0009 0.0023 0.0013 0.079
H 0.973 4.779 -0.904 0.0341 -0.0099 0.0015 0.029
H 2.227 4.172 -1.988 -0.0009 0.0001 -0.0112 0.056
H 3.550 3.369 -0.035 -0.0028 -0.0070 0.0018 0.066
H 1.219 4.404 1.661 -0.0058 0.0021 -0.0008 0.046
H 2.832 5.113 1.612 0.0032 -0.0027 -0.0014 0.078
H 2.604 3.498 2.285 -0.0032 0.0018 0.0053 0.058
H 1.294 1.938 -2.682 0.0001 0.0077 0.0160 0.084
H 4.017 0.730 -1.964 -0.0047 0.0021 0.0026 0.066
H 3.737 2.453 -2.235 0.0056 0.0070 0.0011 0.057
H 3.528 1.300 -3.554 -0.0019 -0.0014 0.0006 0.079
H 2.083 -0.916 -1.902 0.0047 -0.0057 0.0093 0.057
H 1.610 -0.389 -3.514 0.0094 0.0017 0.0035 0.083
H 0.440 -0.376 -2.186 -0.0093 -0.0065 -0.0035 0.046
H 2.987 -0.457 0.227 -0.0005 0.0021 -0.0016 0.065
H 2.318 0.781 2.948 0.0043 -0.0001 -0.0004 0.073
H 3.099 -0.782 2.709 0.0034 0.0003 0.0009 0.077
H 1.428 -0.521 2.173 0.0004 0.0017 -0.0007 0.031
H 4.312 1.886 1.698 0.0025 -0.0005 0.0006 0.066
H 4.748 1.332 0.084 -0.0017 -0.0032 0.0010 0.055
H 5.013 0.288 1.481 0.0007 -0.0010 0.0000 0.078
Cl -2.175 -3.041 1.798 -0.0009 -0.0001 0.0002 0.784
C -0.830 -3.246 0.706 -0.0024 -0.0043 -0.0124 -0.559
C 0.432 -3.064 1.237 0.0087 -0.0027 0.0034 -0.121
C 1.556 -3.196 0.441 -0.0017 0.0045 0.0028 -0.087
C 1.396 -3.511 -0.897 -0.0025 -0.0083 0.0006 -0.122
C 0.126 -3.677 -1.413 -0.0098 0.0034 -0.0020 -0.573
Cl -0.022 -4.038 -3.114 -0.0021 0.0013 0.0041 0.714
C -1.043 -3.556 -0.644 0.0007 0.0134 -0.0091 -0.301
N -2.276 -3.812 -1.221 -0.0091 -0.0053 0.0174 0.069
C -3.499 -3.096 -0.978 0.0114 0.0064 -0.0186 -0.241
C -4.544 -3.786 -0.374 -0.0002 -0.0063 -0.0045 -0.055
C -5.762 -3.172 -0.150 -0.0001 0.0032 0.0017 -0.081
C -5.944 -1.851 -0.538 -0.0027 -0.0068 -0.0010 -0.075
C -4.915 -1.171 -1.164 0.0049 0.0015 0.0041 -0.024
C -3.685 -1.782 -1.407 -0.0032 0.0060 0.0133 -0.145
C -2.606 -0.977 -2.098 0.0108 -0.0093 -0.0081 -0.024
C -1.987 -0.042 -1.089 -0.0499 0.0002 0.0070 -0.611
O -2.322 1.164 -1.014 -0.1023 -0.0223 -0.0084 0.008
O -1.152 -0.513 -0.251 0.0068 0.0066 0.0182 -0.089
H 0.523 -2.824 2.288 0.0002 0.0009 0.0000 0.105
H 2.543 -3.057 0.860 0.0001 0.0003 0.0003 0.108
H 2.248 -3.621 -1.553 0.0007 -0.0004 -0.0006 0.107
H -2.189 -4.126 -2.176 0.0017 -0.0006 -0.0013 0.081
H -4.370 -4.809 -0.068 -0.0003 0.0002 -0.0002 0.114
H -6.565 -3.719 0.327 -0.0009 -0.0004 0.0005 0.103
H -6.890 -1.356 -0.364 -0.0015 -0.0003 0.0008 0.104
H -5.054 -0.143 -1.478 0.0010 0.0010 0.0011 0.122
H -3.044 -0.386 -2.901 0.0109 -0.0033 -0.0040 0.133
H -1.830 -1.624 -2.507 0.0058 -0.0071 0.0031 0.105
```
Forces are in eV/Å.

Computed properties:
E_HOMO (alpha / beta) ... -0.28115 / -0.28120 hartree
Net charge ... 0
Kohn-Sham gap (alpha / beta) ... 8.2 / 8.2 eV
Calculated total energy ... -119305.857 eV
Energy relative to the best compared isomer or geometry (same formula, charge and spin) ... 7.8 kcal/mol

C4H8OS | ωB97M-V/def2-TZVPD

```
14
Properties=species:S:1:pos:R:3:forces:R:3:lowdin_charge:R:1
C 1.758 -1.355 0.421 0.0351 0.4680 1.6089 -0.016
C 0.725 -0.774 -0.134 0.1451 0.8389 -3.3390 -0.312
C -0.654 -0.433 0.376 1.4894 2.7939 0.5099 -0.633
S -1.780 -1.249 -0.789 -0.3788 1.0197 -0.9406 0.717
C -0.751 1.225 0.451 -1.5130 -3.2335 -3.0973 -0.198
O -0.743 1.737 -0.895 -1.9149 -1.7401 0.4857 -0.083
H 2.669 -1.533 -0.115 0.2128 -0.1013 -0.0594 0.051
H 1.734 -1.448 1.502 0.2446 -0.6949 0.0535 0.059
H 0.921 -0.512 -1.264 -0.9300 -0.4404 2.1053 0.131
H -0.772 -0.653 1.465 -0.2811 -0.7794 -1.0413 0.117
H -1.473 -0.473 -1.964 -0.2409 -0.9008 1.9152 -0.060
H 0.120 1.596 0.853 1.7570 0.4937 1.8529 0.087
H -1.665 1.499 0.935 -0.4661 0.2302 0.5179 0.102
H -0.088 2.375 -0.842 1.8409 2.0460 -0.5716 0.040
```
Forces are in eV/Å.

Computed properties:
E_HOMO ... -0.32754 hartree
Net charge ... 0
Kohn-Sham gap ... 9.7 eV
Structure (SMILES) ... C=C[C@H](S)CO
Calculated total energy ... -17158.361 eV
Energy relative to the best compared isomer or geometry (same formula, charge and spin) ... 48.2 kcal/mol

CHClO2 | ωB97M-V/def2-TZVPD

```
5
Properties=species:S:1:pos:R:3:forces:R:3:lowdin_charge:R:1
C -0.722 -1.047 2.163 0.1423 -0.6607 3.5173 -0.126
O -0.589 -1.744 3.061 -0.1898 0.9882 -1.7817 0.062
O -0.299 -0.027 -0.182 -0.5361 -0.0236 -0.0531 -0.566
Cl -0.909 -1.610 -0.213 0.1827 0.5763 -1.1380 0.614
H -0.801 0.451 0.529 0.4009 -0.8803 -0.5444 0.017
```
Forces are in eV/Å.

Computed properties:
E_HOMO ... -0.39434 hartree
Net charge ... 0
Kohn-Sham gap ... 10.7 eV
Calculated total energy ... -17667.917 eV
Energy relative to the best compared isomer or geometry (same formula, charge and spin) ... 12.8 kcal/mol

> Which formula does entry 3 have?

C4H8OS